1.
DFT (ωB97M-V/def2-TZVPD) results for the ion C4H6F4N with charge +1.

Structure (XYZ):
```
15
Properties=species:S:1:pos:R:3:forces:R:3:lowdin_charge:R:1
F 2.020428 -0.039195 -0.221580 1.488 -1.013 0.186 0.2419
C 0.971069 0.635525 -0.500149 0.013 1.549 -0.499 -0.5025
F 1.234055 1.528593 -1.451682 -0.372 -0.633 0.286 0.2059
C 0.270603 1.129231 0.702425 -2.173 -2.739 -1.517 0.0037
C -0.409502 -0.175866 1.219277 0.386 0.143 -0.622 -0.0992
C -0.990276 -0.851149 -0.012244 -1.159 -3.643 -0.030 -0.0321
N -0.085960 -0.417714 -1.115445 3.557 -2.480 -0.409 -0.0473
F -0.584489 0.061520 -2.198963 -1.270 0.257 -1.052 0.2167
F 0.832307 -1.539399 -1.621222 -2.640 2.172 1.204 0.0904
H -0.392938 1.878932 0.353550 -0.798 0.945 0.361 0.1477
H 0.958075 1.367068 1.395872 2.328 1.733 2.236 0.1133
H 0.307025 -0.859250 1.701239 -0.049 0.495 -0.233 0.1433
H -1.191361 -0.011920 1.917049 -0.666 0.387 0.651 0.1237
H -0.842380 -2.047498 0.092585 -0.525 2.802 -0.610 0.2091
H -2.096656 -0.658878 -0.260714 1.881 0.028 0.048 0.1855
```
Positions in Å, forces in eV/Å.

Output
SMILES string   FC1(F)CCC[N+]1(F)F
HOMO level   -17.830 eV
Net charge   +1
Strongest force on any atom   4.4 eV/A
Kohn-Sham gap   11.91 eV
Lowest unoccupied orbital energy   -0.2175 Ha
Energy relative to the best compared isomer or geometry (same formula, charge and spin)   2.464 eV

2.
DFT (ωB97M-V/def2-TZVPD) results for the molecule C4H6FI.

Structure (XYZ):
```
12
Properties=species:S:1:pos:R:3:forces:R:3:lowdin_charge:R:1
C -0.178847 1.439513 -0.099659 5.346 -1.189 0.157 -0.1001
C 0.032780 -0.064631 -0.096553 5.141 -3.425 0.440 -0.2881
C -1.167635 -1.032513 0.141738 0.249 4.412 1.053 -0.0548
C 1.398248 -0.713998 -0.121129 -5.526 3.796 -0.156 -0.7270
F 1.526647 -2.038276 -0.173863 0.014 0.175 0.182 -0.0391
I 3.192998 0.396062 -0.134726 -0.399 -0.592 -0.083 0.8509
H -0.720270 1.795820 -0.893182 -1.157 0.639 -2.362 0.0439
H 0.868656 2.001256 -0.031394 -2.224 -1.198 -0.484 0.0624
H -0.662834 1.760973 0.730594 -1.673 0.675 2.850 0.0346
H -1.014180 -1.936938 -0.314500 0.032 -2.101 -1.387 0.0280
H -2.020920 -0.396190 -0.246134 0.417 -1.463 0.508 0.0952
H -1.254648 -1.211081 1.238807 -0.221 0.271 -0.717 0.0942
```
Positions in Å, forces in eV/Å.

Output
SMILES string   CC(C)=C(F)I
HOMO level   -8.335 eV
Strongest force on any atom   6.7 eV/A
Kohn-Sham gap   8.82 eV
Lowest unoccupied orbital energy   0.0179 Ha
Energy relative to the best compared isomer or geometry (same formula, charge and spin)   0.794 eV

3.
DFT (ωB97M-V/def2-TZVPD) results for the molecule C4H6FN.

Structure (XYZ):
```
12
Properties=species:S:1:pos:R:3:forces:R:3:lowdin_charge:R:1
C -1.808274 1.236153 -0.987109 1.067 -1.016 1.082 0.1518
C -0.992485 0.617251 -0.369034 -0.631 0.296 0.092 -0.0660
C 0.155015 0.051748 0.338025 -0.406 1.192 0.229 -0.6610
C 0.186104 -1.464921 0.206003 1.571 0.033 1.974 -0.0071
N 1.234621 0.745625 -0.197524 4.136 1.152 0.332 0.0612
F 0.058269 0.439278 1.718916 -0.531 -0.789 -0.122 -0.0352
H -2.600101 1.778996 -1.331981 -1.444 0.969 -0.984 0.0059
H 0.760218 -2.004102 1.067844 -0.765 1.085 -1.866 0.1314
H -0.810906 -1.748372 0.242660 -2.002 -0.756 0.780 0.0492
H 0.400844 -1.762010 -0.796118 1.103 -0.105 -0.588 0.0813
H 1.291533 1.851203 -0.056766 -0.536 -3.572 -0.118 0.1643
H 2.125164 0.259151 0.165082 -1.562 1.510 -0.813 0.1241
```
Positions in Å, forces in eV/Å.

Output
SMILES string   C#C[C@@](C)(N)F
HOMO level   -9.938 eV
Strongest force on any atom   4.3 eV/A
Kohn-Sham gap   10.99 eV
Lowest unoccupied orbital energy   0.0387 Ha
Energy relative to the best compared isomer or geometry (same formula, charge and spin)   2.077 eV